Entry 1:
Formula: C6H12O
Source: the OMol25 dataset
Level of theory: ωB97M-V/def2-TZVPD

The value obtained for the gap between HOMO and LUMO is 10.37 eV. The lowest unoccupied orbital energy comes out at 1.0 eV. As for the SMILES: CC[C@H]1C[C@]1(C)O. The net charge is 0. As for the energy above the lowest of the compared OMol25 structures with the same formula, charge and spin: 1.2168 eV.

Element x y z (Å)
C (-1.823, -1.118, 0.958)
C (-1.205, -0.792, -0.402)
C (0.316, -0.705, -0.349)
C (1.085, 0.010, -1.443)
C (1.066, 0.580, -0.060)
C (0.424, 1.873, 0.368)
O (2.341, 0.507, 0.565)
H (-2.914, -1.193, 0.895)
H (-1.581, -0.348, 1.699)
H (-1.451, -2.076, 1.341)
H (-1.631, 0.145, -0.788)
H (-1.500, -1.566, -1.126)
H (0.773, -1.619, 0.039)
H (0.578, 0.432, -2.310)
H (2.103, -0.329, -1.614)
H (0.989, 2.718, -0.041)
H (0.485, 1.920, 1.460)
H (-0.621, 1.977, 0.062)
H (2.565, -0.415, 0.746)

***

Entry 2:
Formula: C10H38BO22Y
Source: the OMol25 dataset
Level of theory: ωB97M-V/def2-TZVPD

The value obtained for the gap between HOMO and LUMO (alpha / beta) is 4.36 / 7.43 eV. The lowest unoccupied orbital energy (alpha / beta) comes out at 1.6 / 1.4 eV. The expectation value of S² is 0.75. The net charge is -1. As for the spin multiplicity: 2.

Element x y z (Å)
Y (2.343, -0.076, 2.802)
O (-0.122, 7.092, -4.582)
C (-0.417, 5.949, -4.146)
O (-1.485, 5.516, -3.505)
B (-1.224, 4.159, -2.969)
O (0.048, 3.683, -3.646)
C (0.658, 4.733, -4.235)
O (1.808, 4.743, -4.621)
O (-2.420, 3.303, -3.237)
C (-2.834, 2.790, -2.060)
O (-3.709, 2.001, -1.874)
C (-1.912, 3.343, -0.885)
O (-1.052, 4.148, -1.497)
O (-1.981, 3.087, 0.292)
C (-0.181, -2.672, -0.380)
C (0.124, -1.326, 0.347)
C (-1.173, -0.530, 0.507)
O (0.893, -1.480, 1.547)
H (0.742, -3.235, -0.516)
H (-0.646, -2.564, -1.360)
H (-0.781, -3.406, 0.159)
H (0.738, -0.740, -0.338)
H (-0.971, 0.504, 0.785)
H (-1.848, -0.982, 1.234)
H (-1.702, -0.493, -0.446)
C (0.835, 3.739, 2.513)
C (0.222, 2.838, 3.562)
C (-1.322, 2.806, 3.615)
O (0.757, 1.551, 3.688)
H (1.924, 3.732, 2.544)
H (0.626, 4.804, 2.607)
H (0.419, 3.461, 1.544)
H (0.393, 3.307, 4.531)
H (-1.595, 3.858, 3.540)
H (-1.609, 2.433, 4.598)
H (-1.912, 2.246, 2.889)
O (1.011, 1.168, -2.197)
H (1.769, 1.484, -2.688)
H (0.312, 1.786, -2.410)
O (-2.449, -4.762, -1.365)
H (-2.392, -4.830, -0.412)
H (-3.055, -4.037, -1.517)
O (-0.191, -4.019, 2.644)
H (-0.843, -3.877, 3.330)
H (0.034, -3.139, 2.340)
O (-3.498, -0.576, 3.671)
H (-3.552, 0.308, 4.033)
H (-2.569, -0.800, 3.722)
O (3.678, -2.172, -1.145)
H (2.895, -2.201, -1.694)
H (4.167, -2.960, -1.382)
O (-3.549, -0.614, -2.808)
H (-2.683, -0.953, -2.581)
H (-3.506, 0.317, -2.591)
O (0.459, -4.993, -2.691)
H (0.766, -4.086, -2.699)
H (-0.360, -4.963, -2.196)
O (1.920, 1.355, 0.693)
H (1.770, 2.268, 0.449)
H (1.672, 0.855, -0.085)
O (3.252, -2.231, 3.409)
H (3.821, -2.590, 4.090)
H (3.189, -2.928, 2.756)
O (1.641, -1.678, -2.857)
H (1.183, -1.115, -2.234)
H (1.120, -1.623, -3.658)
O (3.866, -0.809, 1.099)
H (4.754, -0.615, 0.800)
H (3.502, -1.376, 0.420)
O (-0.246, -6.123, 0.756)
H (-0.167, -5.325, 1.278)
H (0.645, -6.471, 0.714)

***

Entry 3:
Formula: C31H41CrN4O2SSe2
Source: the OMol25 dataset
Level of theory: ωB97M-V/def2-TZVPD

The value obtained for the gap between HOMO and LUMO (alpha / beta) is 6.55 / 7.24 eV. The lowest unoccupied orbital energy (alpha / beta) comes out at -7.4 / -6.7 eV. The expectation value of S² is 0.77. The net charge is +2. As for the energy above the lowest of the compared OMol25 structures with the same formula, charge and spin: 0.0000 eV. As for the spin multiplicity: 2.

Element x y z (Å)
Cr (1.224, -1.016, 0.666)
C (-2.603, -1.248, 2.041)
C (-1.525, -2.259, 1.789)
C (-1.792, -3.414, 1.065)
C (-0.844, -4.419, 0.929)
C (0.409, -4.281, 1.502)
C (0.707, -3.130, 2.229)
C (-0.256, -2.121, 2.375)
H (-3.356, -1.667, 2.711)
H (-3.110, -0.974, 1.115)
H (-2.206, -0.342, 2.495)
H (-2.778, -3.550, 0.635)
H (-1.097, -5.325, 0.393)
H (1.133, -5.081, 1.429)
H (1.645, -3.065, 2.767)
H (-0.100, -1.315, 3.081)
C (3.526, -3.704, -0.183)
Se (3.532, -1.765, -0.028)
C (4.619, -1.641, 1.597)
C (4.312, -0.352, 2.329)
Se (2.428, -0.379, 2.854)
C (2.176, 1.506, 3.242)
H (3.145, -4.151, 0.729)
H (4.548, -4.018, -0.372)
H (2.897, -3.961, -1.031)
H (5.661, -1.670, 1.287)
H (4.414, -2.518, 2.211)
H (4.485, 0.522, 1.707)
H (4.894, -0.281, 3.246)
H (2.679, 1.721, 4.180)
H (1.109, 1.687, 3.344)
H (2.590, 2.111, 2.439)
O (3.747, 1.586, -0.261)
C (2.557, 1.767, -0.206)
N (1.847, 2.922, -0.311)
C (0.430, 2.796, 0.029)
C (0.409, 1.290, 0.228)
O (-0.510, 0.536, 0.614)
N (1.602, 0.746, 0.027)
C (-0.511, 3.169, -1.121)
C (-1.875, 2.910, -1.001)
C (-2.743, 3.247, -2.027)
C (-2.262, 3.846, -3.184)
C (-0.906, 4.099, -3.308)
C (-0.031, 3.757, -2.284)
C (0.091, 3.525, 1.340)
C (0.827, 4.641, 1.720)
C (0.533, 5.313, 2.898)
C (-0.499, 4.875, 3.713)
C (-1.244, 3.768, 3.336)
C (-0.955, 3.098, 2.156)
H (2.320, 3.783, -0.526)
H (-2.271, 2.463, -0.099)
H (-3.804, 3.058, -1.916)
H (-2.942, 4.121, -3.979)
H (-0.521, 4.567, -4.204)
H (1.024, 3.948, -2.421)
H (1.637, 5.012, 1.105)
H (1.109, 6.186, 3.173)
H (-0.727, 5.398, 4.632)
H (-2.060, 3.427, 3.961)
H (-1.544, 2.235, 1.886)
C (-0.780, -4.297, -4.312)
C (-1.000, -4.156, -2.818)
N (-1.586, -2.849, -2.491)
C (-1.050, -1.851, -1.809)
S (0.608, -2.007, -1.237)
N (-1.715, -0.727, -1.632)
C (-3.033, -0.429, -2.198)
C (-2.972, -0.058, -3.673)
H (-0.394, -5.290, -4.539)
H (-0.062, -3.559, -4.671)
H (-1.713, -4.174, -4.865)
H (-0.068, -4.251, -2.269)
H (-1.681, -4.920, -2.441)
H (-2.480, -2.666, -2.925)
H (-1.250, -0.011, -1.086)
H (-3.431, 0.402, -1.619)
H (-3.700, -1.276, -2.010)
H (-2.324, 0.806, -3.817)
H (-3.969, 0.194, -4.032)
H (-2.592, -0.871, -4.295)

***

Number 1: E -311.01456 Ha. Number 2: E -2122.66235 Ha. Number 3: E -7820.45864 Ha.